[1]
Formula: C46H47N2O3Si
Source: the OMol25 dataset
Level of theory: ωB97M-V/def2-TZVPD

Geometry as XYZ:
```
99
Properties=species:S:1:pos:R:3
C 5.668 1.870 3.371
N 4.990 0.948 2.497
C 5.667 0.283 1.513
O 6.858 0.403 1.238
C 4.683 -0.667 0.847
C 5.132 -2.117 1.001
C 5.264 -2.492 2.456
C 6.467 -2.256 3.130
C 6.594 -2.573 4.482
C 5.511 -3.130 5.170
C 4.315 -3.394 4.496
C 4.201 -3.093 3.136
N 3.438 -0.376 1.544
C 2.287 -0.997 1.232
C 1.082 -0.747 1.882
C -0.108 -1.391 1.554
C -1.363 -1.201 2.229
C -2.514 -1.957 1.864
C -3.732 -1.775 2.513
C -3.845 -0.843 3.556
C -2.727 -0.094 3.942
C -1.504 -0.266 3.294
C 3.583 0.631 2.620
C 3.268 0.102 4.050
C 2.802 1.325 4.839
C 2.487 2.457 3.834
C 2.732 1.923 2.426
H 6.717 1.920 3.064
H 5.216 2.866 3.298
H 5.617 1.534 4.414
H 4.591 -0.378 -0.216
H 4.414 -2.768 0.492
H 6.111 -2.188 0.507
H 7.308 -1.825 2.580
H 7.540 -2.382 4.992
H 5.607 -3.375 6.229
H 3.465 -3.836 5.021
H 3.282 -3.329 2.593
H 2.342 -1.737 0.427
H 1.101 -0.025 2.698
H -0.062 -2.137 0.755
H -2.421 -2.695 1.065
H -4.601 -2.362 2.218
H -4.797 -0.704 4.068
H -2.803 0.628 4.754
H -0.641 0.320 3.612
H 2.492 -0.669 3.995
H 4.165 -0.376 4.467
H 1.914 1.085 5.437
H 3.580 1.641 5.546
H 1.449 2.792 3.952
H 3.124 3.329 4.032
H 3.279 2.622 1.779
H 1.793 1.673 1.924
C -7.083 -1.017 -1.059
C -6.733 -1.405 -2.357
C -5.647 -0.795 -3.001
C -4.891 0.193 -2.347
Si -3.486 1.013 -3.230
C -2.645 -0.173 -4.379
C -2.639 -1.548 -4.111
C -1.960 -2.435 -4.952
C -1.300 -1.959 -6.089
C -1.327 -0.591 -6.381
C -2.013 0.295 -5.540
C -4.085 2.495 -4.184
C -5.016 2.294 -5.219
C -5.488 3.375 -5.975
C -5.041 4.672 -5.694
C -4.130 4.881 -4.653
C -3.660 3.799 -3.897
O -2.333 1.583 -2.052
C -1.125 1.066 -1.922
C 0.085 1.714 -1.962
C 1.159 0.723 -2.041
C 0.408 -0.592 -2.172
O -1.004 -0.262 -1.913
C -5.266 0.595 -1.059
C -6.352 -0.010 -0.415
H -7.928 -1.488 -0.557
H -7.300 -2.182 -2.874
H -5.389 -1.099 -4.017
H -3.167 -1.934 -3.238
H -1.951 -3.500 -4.709
H -0.771 -2.652 -6.745
H -0.816 -0.207 -7.265
H -2.056 1.357 -5.789
H -5.374 1.286 -5.441
H -6.204 3.201 -6.780
H -5.408 5.515 -6.281
H -3.783 5.891 -4.427
H -2.956 3.973 -3.080
H 0.171 2.793 -1.986
H 1.826 0.872 -2.899
H 1.783 0.701 -1.134
H 0.483 -0.998 -3.191
H 0.737 -1.335 -1.436
H -4.712 1.390 -0.554
H -6.631 0.308 0.591
```

* energy: -2405.6372 Eh
* charge: +1
* frontier orbital gap: 0.190 Ha
* LUMO energy: -0.1707 Ha

=====

[2]
Formula: C44H45BrIIrN6O5S
Source: the OMol25 dataset
Level of theory: ωB97M-V/def2-TZVPD

Geometry as XYZ:
```
104
Properties=species:S:1:pos:R:3
Ir 1.103 -0.141 0.978
C 3.344 -0.893 -3.282
C 4.219 -1.025 -2.093
N 5.396 -1.600 -2.213
C 6.153 -1.729 -1.128
C 5.806 -1.316 0.183
C 6.825 -1.588 1.278
O 7.071 -0.477 2.118
C 4.562 -0.732 0.367
C 4.195 -0.225 1.698
N 3.023 0.020 2.168
C 2.973 0.428 3.550
C 3.931 0.000 4.473
C 3.879 0.403 5.795
C 2.858 1.231 6.239
C 1.876 1.642 5.352
C 1.940 1.230 4.031
I 0.431 1.880 2.743
C 3.723 -0.567 -0.796
O 2.577 -0.053 -0.745
H 3.908 -1.140 -4.176
H 2.935 0.116 -3.351
H 2.488 -1.566 -3.182
H 7.129 -2.169 -1.295
H 7.747 -1.946 0.819
H 6.455 -2.404 1.909
H 7.862 -0.010 1.826
H 5.060 -0.032 2.324
H 4.721 -0.674 4.175
H 4.637 0.057 6.483
H 2.816 1.546 7.272
H 1.069 2.277 5.688
C 0.639 -2.241 4.038
O -0.130 -1.710 2.951
C -1.483 -1.629 3.115
C -2.167 -2.130 4.209
C -3.559 -2.044 4.277
Br -4.449 -2.762 5.760
C -4.269 -1.444 3.263
C -3.581 -0.885 2.169
C -2.188 -1.001 2.083
O -1.443 -0.585 1.015
C -4.395 -0.223 1.179
N -5.667 -0.595 0.927
C -6.114 0.234 -0.010
C -7.402 0.273 -0.626
C -7.624 1.260 -1.538
C -6.609 2.203 -1.862
C -5.329 2.185 -1.288
C -5.108 1.191 -0.375
N -4.013 0.834 0.403
H 0.501 -1.636 4.935
H 1.676 -2.186 3.717
H 0.368 -3.279 4.231
H -1.636 -2.609 5.019
H -5.345 -1.373 3.300
H -1.958 -0.105 0.353
H -8.151 -0.456 -0.353
H -8.581 1.346 -2.031
H -6.837 2.970 -2.589
H -4.584 2.920 -1.561
H -3.234 1.447 0.593
C -2.000 -2.465 -1.411
C -0.624 -2.903 -1.925
C -0.586 -2.798 -3.449
C -0.340 -4.339 -1.495
N 0.471 -2.031 -1.468
N 0.834 -2.105 -0.086
H -2.784 -3.043 -1.897
H -2.171 -1.408 -1.636
H -2.097 -2.627 -0.336
H -1.386 -3.390 -3.890
H 0.365 -3.161 -3.834
H -0.716 -1.763 -3.770
H -1.026 -5.013 -2.003
H -0.488 -4.497 -0.424
H 0.676 -4.634 -1.760
H 0.331 -1.053 -1.697
H 1.728 -2.592 -0.046
H 0.173 -2.682 0.432
O -0.017 1.193 -0.519
S 0.693 2.282 -1.340
C 0.492 1.834 -3.042
C -0.654 1.176 -3.469
C -0.770 0.844 -4.808
C 0.245 1.179 -5.700
C 1.382 1.839 -5.259
C 1.518 2.164 -3.915
C -0.419 3.675 -1.218
C -0.187 4.794 -2.007
C -1.016 5.895 -1.868
C -2.054 5.880 -0.944
C -2.265 4.763 -0.150
C -1.444 3.650 -0.286
H -1.437 0.934 -2.762
H -1.654 0.332 -5.165
H 0.145 0.922 -6.745
H 2.166 2.096 -5.957
H 2.409 2.663 -3.557
H 0.623 4.811 -2.724
H -0.847 6.771 -2.478
H -2.687 6.749 -0.833
H -3.056 4.769 0.590
H -1.565 2.777 0.342
```

* 2S+1: 6
* ⟨S²⟩: 8.82
* energy: -5781.6070 Eh
* charge: +3
* frontier orbital gap (alpha / beta): 0.270 / 0.175 Ha
* LUMO energy (alpha / beta): -0.2827 / -0.3909 Ha